(1)
78
Properties=species:S:1:pos:R:3:forces:R:3:mulliken_charge:R:1 method="wB97M-V/def2-TZVPD" total_charge=+3 e_tot_ev=-186922.9440 spin_multiplicity=1 orbital_gap_ev="6.32 / 6.32"
W 0.2596 0.6143 -0.4001 -0.17 0.50 -0.09 0.82
S 1.9711 -0.5133 -1.1845 0.10 -0.09 0.05 -0.20
C 3.0730 -1.1034 0.0963 0.00 -0.01 0.05 0.88
C 4.3173 -1.5984 -0.2607 0.00 0.01 -0.01 -0.72
C 5.1574 -2.0885 0.7362 0.02 0.00 -0.05 -0.72
C 4.7554 -2.0983 2.0626 -0.05 0.01 0.08 -0.74
C 3.5015 -1.6065 2.4247 0.07 -0.03 -0.09 -0.69
C 2.6767 -1.1072 1.4328 -0.08 0.05 -0.01 -0.13
As 0.9420 -0.3655 1.7175 0.02 0.04 -0.08 0.92
C 0.1477 -0.8576 3.3700 -0.05 0.04 0.02 0.54
C 0.5901 -0.2829 4.5602 0.02 -0.03 -0.02 -0.26
C 0.0323 -0.7125 5.7547 0.03 0.04 -0.02 -0.78
C -0.9460 -1.6988 5.7512 -0.03 -0.02 0.00 -0.53
C -1.3820 -2.2633 4.5592 -0.01 -0.01 0.01 -0.86
C -0.8377 -1.8428 3.3564 0.05 0.06 -0.04 -0.39
C 1.1597 1.5868 1.6279 -0.12 -0.06 0.27 -0.19
C 2.4014 2.1717 1.3310 0.09 0.08 -0.07 0.11
C 2.6099 3.5184 1.5863 0.02 -0.11 -0.04 -0.88
C 1.6081 4.2680 2.1909 -0.08 0.01 0.04 -0.50
C 0.3792 3.6942 2.5386 0.10 0.05 -0.09 -0.88
C 0.1542 2.3667 2.2552 0.03 -0.19 -0.05 0.04
H 4.6288 -1.6098 -1.2976 0.01 0.00 0.00 0.55
H 6.1296 -2.4766 0.4643 0.01 0.00 0.01 0.43
H 5.4109 -2.4984 2.8241 0.01 0.00 -0.01 0.45
H 3.1788 -1.6315 3.4581 0.01 0.00 0.01 0.56
H 1.3552 0.4855 4.5610 -0.01 -0.02 0.01 0.53
H 0.3641 -0.2786 6.6881 0.00 0.00 0.00 0.45
H -1.3747 -2.0308 6.6870 0.00 0.00 0.01 0.44
H -2.1441 -3.0305 4.5694 0.00 0.00 0.00 0.45
H -1.1723 -2.2779 2.4211 -0.02 -0.02 0.02 0.36
H 3.2006 1.5720 0.9084 -0.02 -0.02 0.01 0.55
H 3.5622 3.9726 1.3476 0.00 0.01 0.01 0.55
H 1.7893 5.3114 2.4172 0.00 0.00 0.00 0.49
H -0.3779 4.2859 3.0354 0.00 0.01 0.00 0.51
H -0.7847 1.8995 2.5400 0.02 0.01 0.02 0.51
I 3.0889 4.7574 -3.7565 -0.02 0.00 0.01 0.24
C 1.5346 4.3079 -2.4619 0.05 0.01 -0.08 -0.96
C 0.5786 5.2561 -2.1065 -0.03 -0.12 0.06 -0.27
C -0.4450 4.8863 -1.2437 0.05 0.02 -0.05 -1.14
C -0.4752 3.5990 -0.7515 -0.08 0.03 0.06 -0.15
N 0.4453 2.6806 -1.0921 0.10 -0.22 -0.07 0.97
C 1.4315 3.0277 -1.9470 -0.11 0.06 0.10 -0.18
H 0.6312 6.2630 -2.4995 -0.01 0.01 0.00 0.51
H -1.2116 5.5905 -0.9520 0.00 0.00 0.00 0.55
H -1.2595 3.2887 -0.0693 0.02 -0.02 -0.01 0.47
H 2.1412 2.2593 -2.2194 -0.01 0.00 0.03 0.63
C -6.0139 -0.9611 0.2029 -0.05 0.02 0.03 -0.52
C -5.1119 -0.1501 0.8793 0.05 0.02 0.01 -0.81
C -3.7659 -0.1902 0.5481 -0.08 -0.08 0.00 -0.29
C -3.3547 -1.0445 -0.4726 0.03 -0.02 -0.06 0.72
C -4.2483 -1.8679 -1.1554 -0.03 0.08 0.07 -0.55
C -5.5885 -1.8176 -0.8044 0.04 -0.05 -0.06 -0.76
As -1.5270 -1.0878 -0.9745 0.03 -0.08 0.05 0.92
C -1.0243 -0.1619 -2.5803 -0.03 -0.06 -0.03 -0.04
C -1.3399 1.1427 -2.9691 0.04 -0.08 0.06 -0.39
C -0.8856 1.6006 -4.1971 0.00 0.03 -0.01 -0.77
C -0.1539 0.7486 -5.0157 0.03 0.02 -0.05 -1.02
C 0.1166 -0.5728 -4.6567 -0.04 0.01 0.09 -0.50
C -0.3309 -1.0536 -3.4387 -0.01 0.00 0.03 0.72
C -0.2394 -2.4471 -2.9470 0.03 0.02 -0.04 0.12
C 0.3729 -3.4977 -3.6174 -0.02 0.04 0.03 -0.84
C 0.3522 -4.7739 -3.0657 0.00 0.00 -0.01 -0.83
C -0.2722 -5.0170 -1.8499 0.00 -0.01 0.00 -0.72
C -0.8797 -3.9768 -1.1541 -0.02 0.05 0.02 -0.63
C -0.8570 -2.7136 -1.7144 0.06 0.01 -0.06 0.49
H -7.0616 -0.9294 0.4704 0.00 -0.01 -0.01 0.42
H -5.4585 0.5022 1.6691 0.01 0.00 0.00 0.44
H -3.0518 0.4131 1.0986 0.02 0.01 -0.01 0.35
H -3.9100 -2.5331 -1.9406 -0.01 0.00 0.00 0.50
H -6.3009 -2.4488 -1.3176 0.00 0.00 0.00 0.43
H -1.9708 1.7644 -2.3426 -0.01 0.02 -0.04 0.73
H -1.1300 2.5998 -4.5317 0.00 0.00 -0.01 0.57
H 0.1868 1.1054 -5.9793 -0.01 0.01 0.00 0.49
H 0.6443 -1.2121 -5.3512 0.00 -0.02 0.00 0.54
H 0.8513 -3.3374 -4.5745 0.00 0.00 0.00 0.46
H 0.8210 -5.5886 -3.6006 -0.01 -0.01 0.01 0.47
H -0.2938 -6.0177 -1.4405 0.01 -0.01 -0.01 0.47
H -1.3712 -4.1663 -0.2079 0.01 -0.01 0.00 0.50

=====

(2)
63
Properties=species:S:1:pos:R:3:forces:R:3:nbo_charge:R:1 method="wB97M-V/def2-TZVPD" total_charge=+2 e_tot_ev=-180432.2793 s_squared=2.019 spin_multiplicity=3 de_lowest_ev=0.000 orbital_gap_ev="7.11 / 6.67"
Mo 0.3494 0.1501 0.2009 -0.01 0.02 0.07 1.23
Br 7.2487 -2.2205 -1.5972 -0.01 0.02 0.01 0.14
C 5.6943 -1.4227 -0.9042 0.03 -0.01 -0.01 -0.13
C 5.7053 -0.0701 -0.5403 -0.03 -0.02 0.00 -0.13
C 4.5776 0.5338 -0.0261 0.02 0.07 0.03 -0.28
C 3.3924 -0.1882 0.1261 -0.01 0.02 -0.03 0.45
O 2.3188 0.4095 0.6418 -0.05 -0.06 0.03 -0.75
C 3.3849 -1.5467 -0.2324 0.02 -0.01 -0.02 -0.27
C 2.2461 -2.3556 0.0228 0.02 -0.07 -0.01 0.25
N 1.0621 -1.9261 0.3369 -0.05 0.12 -0.02 -0.54
C 0.0775 -2.8919 0.6716 0.00 -0.01 0.01 0.16
C 0.3009 -4.0693 1.3331 0.03 -0.02 0.02 -0.22
C -0.7529 -4.9941 1.4929 0.00 0.01 -0.01 -0.18
C -1.9849 -4.7429 0.9592 0.00 0.01 0.00 -0.17
C -2.2347 -3.5250 0.2804 0.02 -0.01 0.01 -0.02
C -3.4483 -3.2235 -0.3754 -0.01 -0.01 0.00 -0.07
C -3.5527 -2.0478 -1.0599 -0.03 0.00 -0.02 -0.26
C -2.5024 -1.1186 -1.0108 0.02 0.01 0.03 0.13
N -1.3692 -1.3267 -0.3585 -0.01 0.00 0.01 -0.46
C -1.2081 -2.5691 0.2053 0.00 0.02 -0.02 0.10
C 4.5514 -2.1584 -0.7365 0.00 -0.01 -0.01 -0.14
H 6.6137 0.5047 -0.6619 0.00 0.00 0.00 0.25
H 4.6014 1.5756 0.2656 0.00 -0.01 0.00 0.24
H 2.3856 -3.4340 -0.0426 0.00 0.00 0.00 0.22
H 1.2817 -4.3037 1.7282 0.00 0.00 0.00 0.24
H -0.5664 -5.9185 2.0212 0.00 0.00 0.00 0.25
H -2.7819 -5.4699 1.0430 0.00 0.00 0.00 0.24
H -4.2637 -3.9356 -0.3528 0.00 0.00 0.00 0.25
H -4.4420 -1.7938 -1.6184 0.00 0.00 0.00 0.26
H -2.6215 -0.1700 -1.5090 0.00 0.00 0.00 0.23
H 4.5374 -3.2105 -0.9923 -0.01 0.00 0.00 0.24
N -0.0385 -0.1992 2.3425 0.02 -0.02 0.04 -0.77
C -0.4117 0.8678 3.3215 0.00 0.02 -0.01 -0.21
C 0.4634 2.1023 3.2062 0.01 0.00 -0.02 -0.44
C 0.2024 2.9418 1.9670 0.00 0.00 0.03 -0.22
N 0.7558 2.3143 0.7413 0.01 -0.06 0.02 -0.74
H -0.7006 -0.9685 2.4427 0.00 -0.01 -0.01 0.41
H 0.8593 -0.5839 2.6401 0.00 0.01 0.00 0.41
H -0.3337 0.4471 4.3242 -0.01 -0.01 0.00 0.23
H -1.4561 1.1276 3.1562 -0.01 -0.01 0.00 0.21
H 1.5214 1.8267 3.2651 0.00 0.00 0.01 0.22
H 0.2635 2.7238 4.0799 0.00 0.00 0.00 0.26
H 0.6593 3.9248 2.0860 0.00 0.01 -0.01 0.23
H -0.8668 3.0911 1.8200 0.00 0.01 -0.01 0.22
H 1.7721 2.2806 0.8178 0.00 0.01 0.01 0.43
H 0.5318 2.9107 -0.0518 0.00 0.00 0.00 0.41
Br 1.0806 0.5163 -2.3020 0.04 -0.02 -0.05 0.31
C -0.2860 1.7921 -2.7513 0.01 -0.01 -0.02 -0.07
C -0.2533 2.3692 -3.9794 -0.02 0.02 -0.02 -0.20
C -1.2895 3.2692 -4.3172 0.01 -0.02 0.03 -0.18
C -2.2977 3.5159 -3.4326 0.01 0.00 -0.01 -0.16
C -2.3269 2.8971 -2.1566 -0.02 0.01 0.00 -0.06
C -3.3963 3.1168 -1.2548 0.01 0.00 0.00 -0.15
C -3.4188 2.4864 -0.0452 0.01 0.00 -0.01 -0.21
C -2.3556 1.6338 0.3284 -0.01 0.02 0.03 -0.25
C -1.2820 1.3927 -0.4920 0.03 0.02 -0.06 -0.25
C -1.2778 2.0191 -1.7728 -0.03 -0.02 -0.01 -0.08
H 0.5323 2.1462 -4.6883 0.00 0.00 0.00 0.25
H -1.2776 3.7439 -5.2882 0.00 0.00 0.00 0.25
H -3.1023 4.1895 -3.6984 0.00 0.00 0.00 0.24
H -4.1983 3.7822 -1.5477 0.00 0.00 0.00 0.24
H -4.2456 2.6399 0.6358 0.00 0.00 0.00 0.24
H -2.4276 1.1421 1.2929 0.00 0.00 0.00 0.20

=====

(3)
16
Properties=species:S:1:pos:R:3:forces:R:3:nbo_charge:R:1 method="wB97M-V/def2-TZVPD" e_tot_ev=-20242.8172 spin_multiplicity=1 de_lowest_ev=2.111 orbital_gap_ev=8.78
C 1.5092 -1.7513 -0.8298 -0.86 0.84 -0.89 -0.35
C 0.8668 -0.7757 -0.2133 0.35 -0.21 1.07 0.19
O 1.0110 -0.5786 1.1564 -0.12 0.39 -0.64 -0.51
C -0.1187 -0.8469 1.9699 0.15 -0.41 1.54 -0.25
C 0.0558 0.1901 -0.9606 -1.15 0.29 0.93 0.17
S -0.6669 -0.1219 -2.3809 0.07 0.27 -0.42 -0.09
O -0.1811 1.2567 -0.1858 1.23 -0.88 -0.65 -0.47
C -0.9906 2.2745 -0.6977 -2.46 -1.97 -1.37 -0.26
H 1.3702 -1.8254 -1.9012 0.27 -0.17 0.12 0.23
H 2.1004 -2.4143 -0.2871 0.91 -1.07 0.70 0.21
H 0.1765 -0.6522 3.0369 0.06 -0.37 -1.07 0.20
H -0.4031 -1.8903 1.8571 0.03 -0.26 0.11 0.17
H -1.0360 -0.2735 1.8679 0.13 0.59 -0.86 0.18
H -0.9317 2.9837 0.0511 -0.17 1.87 1.12 0.20
H -2.0486 1.8214 -0.7822 1.32 1.01 0.07 0.19
H -0.7133 2.6037 -1.7007 0.23 0.06 0.23 0.20

=====

(4)
55
Properties=species:S:1:pos:R:3:forces:R:3:nbo_charge:R:1 method="wB97M-V/def2-TZVPD" total_charge=-2 e_tot_ev=-79689.9275 spin_multiplicity=1 de_lowest_ev=0.000 orbital_gap_ev="3.31 / 3.57"
Bi 8.8631 -8.0637 13.8314 -1.59 1.02 0.69 2.14
C 8.0242 -5.0144 19.0827 0.12 -0.31 1.18 -0.41
N 7.7790 -4.9513 17.6642 -0.36 -0.65 0.04 -0.39
C 8.0443 -3.9326 16.7324 0.53 0.30 1.49 -0.14
C 7.9937 -4.5006 15.5133 -0.23 -0.56 -1.05 -0.07
N 7.6112 -5.8242 15.5989 0.08 -0.16 1.07 -0.53
C 7.4283 -6.0735 16.9311 0.01 -0.41 -2.01 0.02
P 6.8357 -7.6559 17.6065 1.28 1.17 1.14 0.66
C 8.2321 -8.7096 17.2603 -0.71 0.18 -0.17 0.00
N 8.8650 -9.0363 16.1148 0.59 -0.56 -0.55 -0.64
C 9.8413 -9.9924 16.4335 -0.52 1.93 0.73 -0.08
C 9.8451 -10.1156 17.7846 0.52 -1.16 -0.05 -0.11
N 8.8388 -9.3764 18.3109 -1.21 0.20 -0.29 -0.38
C 8.2398 -9.4539 19.5908 0.73 0.62 2.56 -0.41
C 5.5096 -8.4168 16.6579 -1.54 -2.09 -2.70 0.02
N 5.6615 -9.4231 15.7496 -0.73 1.44 0.28 -0.45
C 4.4117 -9.5949 15.1442 1.33 0.44 1.32 -0.09
C 3.5118 -8.7285 15.6785 0.01 -0.75 0.27 -0.08
N 4.1586 -8.0785 16.6811 0.68 0.94 0.86 -0.35
C 3.5031 -7.3753 17.7597 -0.78 1.71 0.34 -0.41
H 8.3668 -6.0319 19.4936 -0.47 1.22 -1.18 0.21
H 8.7309 -4.2782 19.4671 0.46 0.10 -0.66 0.19
H 7.1392 -4.7454 19.6402 -0.70 -0.24 0.23 0.18
H 8.2117 -2.9050 17.0632 0.14 -0.55 -0.18 0.20
H 8.1981 -4.0426 14.5411 -0.14 -0.25 0.46 0.24
H 10.5636 -10.3079 15.7112 0.08 -0.28 -0.23 0.23
H 10.4236 -10.7147 18.4413 0.53 -0.48 0.23 0.19
H 8.1095 -10.4375 20.0413 0.30 -0.50 -0.58 0.19
H 8.8544 -8.8913 20.3663 -0.50 -0.36 -0.76 0.17
H 7.2452 -9.0053 19.6482 0.31 0.07 -0.50 0.24
H 4.2277 -10.3794 14.4554 0.06 -0.29 -0.70 0.20
H 2.4729 -8.5749 15.4584 -0.14 0.10 0.09 0.21
H 2.9007 -7.9800 18.4931 1.02 -0.02 -0.69 0.18
H 4.2298 -6.7171 18.2817 -0.30 -0.79 -0.13 0.23
H 2.7597 -6.6482 17.3695 0.37 -0.42 -0.18 0.20
O 11.1651 -4.6562 13.2174 -0.23 -0.99 0.13 -0.63
C 10.7004 -5.7890 13.1737 -0.47 0.83 -1.00 0.66
O 9.4303 -6.0728 12.9042 1.97 -0.21 0.69 -0.83
C 11.6698 -7.0387 13.3425 -1.47 -0.60 0.71 0.69
O 12.8218 -7.0455 12.9878 -0.48 -0.07 0.30 -0.60
O 11.0206 -8.0798 13.9408 1.05 0.99 -0.82 -0.90
F 6.1113 -7.1185 12.9580 3.08 -2.11 1.21 -0.75
O 8.5898 -11.2031 11.1843 -0.39 1.73 1.27 -0.40
N 8.6160 -10.2182 11.9266 1.82 -0.53 0.79 0.70
O 8.1862 -9.0698 11.6309 0.22 -1.52 -0.19 -0.47
O 9.2585 -10.3047 13.1246 -1.40 -0.10 -2.35 -0.62
Te 4.6652 -5.9000 12.6014 -2.66 2.52 -0.82 0.28
C 4.7200 -7.1299 10.8744 0.93 -0.88 0.90 -0.50
C 4.8588 -8.5098 11.1045 -0.87 2.02 -0.89 -0.30
C 5.0446 -9.1715 9.8875 0.04 -0.87 0.08 -0.26
C 5.1179 -8.3621 8.8037 0.42 -0.29 -0.52 -0.48
S 5.0936 -6.7031 9.2202 -0.97 -0.60 1.11 0.41
H 4.7863 -8.9588 12.0913 0.04 0.16 -0.31 0.23
H 5.1419 -10.2430 9.8401 -0.01 -0.26 -0.26 0.20
H 5.2170 -8.7284 7.8029 0.16 0.15 -0.42 0.21

=====

(5)
16
Properties=species:S:1:pos:R:3:forces:R:3:nbo_charge:R:1 method="wB97M-V/def2-TZVPD" total_charge=+1 e_tot_ev=-8299.6807 spin_multiplicity=1 de_lowest_ev=6.052 orbital_gap_ev=9.00
C 0.6350 1.2220 0.1312 0.70 1.11 -0.13 0.20
C 1.4954 -0.0788 0.0495 0.59 1.58 -0.22 0.32
C 2.9598 -0.2502 0.0159 0.48 -4.23 1.69 -0.73
C -2.4210 -0.7389 0.2446 -0.36 0.72 0.66 -0.62
C -1.7206 0.4539 -0.3869 -2.71 1.28 -1.71 -0.26
N 0.4400 -0.7825 -0.1771 1.12 -0.62 -0.39 -0.22
N -0.3521 0.4889 -0.1753 1.01 -0.75 1.22 -0.08
H 0.7548 2.3267 0.2819 -0.44 -1.11 -0.12 0.26
H 3.2904 -0.8184 1.0598 -0.66 1.96 -2.25 0.31
H 3.5799 0.6277 -0.2307 -0.57 -0.47 0.26 0.28
H 3.1359 -1.1669 -0.6618 0.00 1.66 0.54 0.29
H -1.8022 -1.5785 0.1504 0.41 -1.57 -0.52 0.24
H -2.6109 -0.6479 1.3101 0.36 0.53 0.25 0.23
H -3.4201 -0.8541 -0.1509 0.05 -0.21 -0.61 0.25
H -2.1304 1.3596 0.1085 0.12 -0.09 -1.03 0.25
H -1.8340 0.4376 -1.5694 -0.10 0.22 2.37 0.27

=====

(6)
21
Properties=species:S:1:pos:R:3:forces:R:3:nbo_charge:R:1 method="wB97M-V/def2-TZVPD" e_tot_ev=-19764.0180 spin_multiplicity=1 de_lowest_ev=5.084 orbital_gap_ev=7.82
C -1.1648 0.7776 -1.2555 -3.60 -1.25 -0.76 -0.43
C -1.4149 -0.7206 -1.7894 2.54 1.21 2.33 -0.56
S -0.8997 -0.6909 -3.4873 4.13 -1.76 1.79 0.00
C 0.2221 1.2379 -1.0363 1.54 0.50 0.85 -0.24
N 0.9487 0.4444 -0.0002 -0.52 0.26 0.97 -0.64
C 0.4166 0.3262 1.4111 0.69 1.16 0.06 -0.26
C 0.9666 -0.9178 2.0531 -1.18 -3.63 0.71 -0.08
O 0.4704 -1.1451 3.4749 0.95 0.81 -1.94 -0.74
H -1.9314 0.8073 -0.4212 1.29 0.73 -0.39 0.21
H -1.6266 1.3172 -2.1423 0.60 0.05 1.40 0.23
H -0.9977 -1.5085 -1.0671 -0.15 1.00 -1.44 0.22
H -2.4219 -0.8596 -1.7239 -3.00 -0.24 -0.09 0.20
H 0.7526 -0.9389 -2.3346 -2.40 0.41 -2.89 0.13
H 0.7770 0.9456 -1.9390 -0.15 0.65 -0.03 0.21
H 0.3492 2.3780 -0.9064 -0.55 -1.58 -0.07 0.19
H 1.9145 0.7719 -0.0108 -0.32 -0.28 0.30 0.37
H -0.6919 0.3444 1.4257 0.70 -0.36 -0.21 0.21
H 0.7096 1.0927 2.1678 -0.07 0.51 -1.01 0.17
H 2.0636 -1.1643 1.9739 -0.91 1.04 0.18 0.18
H 0.4940 -1.7941 1.5057 0.55 0.84 0.67 0.18
H 1.0640 -0.7034 4.1020 -0.13 -0.06 -0.42 0.46

=====

no.,strongest force on any atom (eV/Å)
1,0.538
2,0.129
3,3.434
4,3.923
5,4.581
6,4.830